<one>
{"formula": "FHN2O3", "method": "the ωB97M-V functional and the def2-TZVPD basis", "species": ["N", "N", "O", "O", "O", "F", "H"], "positions_angstrom": [[-1.467, -0.879, -0.032], [-0.471, 0.199, -0.589], [-1.772, -1.638, -0.871], [-1.760, -0.818, 1.133], [-0.194, 1.054, 0.136], [3.260, 1.202, 0.306], [2.405, 0.881, -0.082]], "lowdin_charge": [-0.4210, 0.0927, 0.1204, 0.0985, 0.1267, -0.1304, 0.1131], "e_homo_ev": -11.09, "lumo_energy_ev": -2.34, "homo_lumo_gap_ha": 0.322}


<two>
{"formula": "FHN2O3", "method": "the ωB97M-V functional and the def2-TZVPD basis", "species": ["N", "N", "O", "O", "O", "F", "H"], "positions_angstrom": [[-0.038, -0.532, 0.791], [0.578, 0.651, -0.029], [-0.299, 1.089, -0.700], [1.642, 0.887, 0.269], [-1.203, -0.563, 0.558], [0.862, -1.649, -0.705], [-1.542, 0.117, -0.184]], "lowdin_charge": [0.1340, -0.4100, 0.1027, 0.2285, 0.0998, -0.3585, 0.2035], "e_homo_ev": [-11.33, -11.46], "lumo_energy_ev": [-2.28, -2.26], "homo_lumo_gap_ha": [0.333, 0.338]}


Least stable structure: <two>


<one>
{"formula": "H10O5", "method": "the ωB97M-V functional and the def2-TZVPD basis", "species": ["H", "H", "H", "H", "H", "H", "H", "H", "H", "H", "O", "O", "O", "O", "O"], "positions_angstrom": [[-1.272, -0.707, 1.132], [-1.542, 0.105, 2.431], [-0.951, -1.095, -1.168], [-2.371, -0.779, -1.282], [0.166, 0.464, -2.612], [0.333, 0.565, -1.208], [1.362, 1.528, 0.066], [-0.029, 1.559, 0.786], [1.360, -1.057, 0.410], [1.458, -0.178, 1.528], [-0.822, -0.078, 1.782], [-1.805, -1.278, -0.702], [0.339, -0.145, -1.882], [0.452, 1.921, -0.015], [2.021, -0.471, 0.807]], "lowdin_charge": [0.0504, 0.0735, 0.0085, 0.0378, 0.0694, -0.0003, 0.0546, 0.0459, 0.0373, 0.0128, -0.0977, -0.0761, -0.0678, -0.0974, -0.0508], "e_homo_ev": -11.46, "lumo_energy_ev": 0.46, "homo_lumo_gap_ha": 0.438}


<two>
{"formula": "H10O5", "method": "the ωB97M-V functional and the def2-TZVPD basis", "species": ["O", "H", "H", "O", "H", "H", "O", "H", "H", "O", "H", "H", "O", "H", "H"], "positions_angstrom": [[1.620, -3.064, 1.001], [2.038, -3.396, 1.795], [1.925, -3.648, 0.307], [0.088, 0.529, -0.373], [0.236, -0.400, -0.195], [0.013, 0.582, -1.326], [-2.963, 1.770, 1.522], [-2.245, 1.385, 1.020], [-2.540, 2.155, 2.290], [-3.851, 0.599, -2.656], [-3.137, 0.279, -3.208], [-4.246, -0.193, -2.291], [4.593, 0.843, 0.808], [3.637, 0.829, 0.762], [4.833, 1.731, 0.544]], "lowdin_charge": [-0.0527, 0.0315, 0.0289, -0.0456, 0.0258, 0.0314, -0.0543, 0.0088, 0.0272, -0.0512, 0.0229, 0.0297, -0.0542, 0.0236, 0.0284], "e_homo_ev": -11.11, "lumo_energy_ev": 0.40, "homo_lumo_gap_ha": 0.423}


<three>
{"formula": "H10O5", "method": "the ωB97M-V functional and the def2-TZVPD basis", "species": ["O", "H", "H", "O", "H", "H", "O", "H", "H", "O", "H", "H", "O", "H", "H"], "positions_angstrom": [[-0.271, 0.985, -0.851], [-0.297, 0.124, -0.427], [-1.197, 1.168, -1.025], [0.580, -0.278, 2.376], [0.514, 0.691, 2.516], [1.395, -0.362, 1.970], [-0.686, -1.470, 0.424], [-0.346, -2.332, 0.213], [-0.344, -1.061, 1.260], [2.171, 2.259, -0.137], [1.848, 2.615, 0.640], [1.593, 1.575, -0.447], [-1.549, -1.632, -2.292], [-2.003, -0.952, -2.810], [-1.413, -1.335, -1.412]], "lowdin_charge": [-0.0492, -0.0163, 0.0527, 0.0004, 0.0971, 0.0248, -0.0749, 0.0615, 0.0136, -0.0221, -0.0181, -0.0183, -0.0476, 0.0447, -0.0485], "e_homo_ev": -11.14, "lumo_energy_ev": 0.21, "homo_lumo_gap_ha": 0.417}


Least stable structure: <two>


<one>
{"formula": "H10O5", "method": "the ωB97M-V functional and the def2-TZVPD basis", "species": ["H", "H", "H", "H", "H", "H", "H", "H", "H", "H", "O", "O", "O", "O", "O"], "positions_angstrom": [[-0.895, -0.210, -1.087], [0.018, 0.226, 0.159], [3.523, -2.046, 0.962], [3.171, -1.496, -0.455], [-4.849, -1.505, 0.818], [-5.241, -1.791, -0.639], [-2.492, 2.790, -0.580], [-2.519, 2.919, 0.861], [3.038, 1.294, 0.281], [4.086, 2.208, -0.507], [-0.641, -0.408, -0.112], [3.828, -1.999, 0.108], [-4.432, -1.542, -0.041], [-2.419, 2.243, 0.155], [3.934, 1.407, -0.086]], "lowdin_charge": [0.0884, -0.0020, -0.0245, 0.0649, 0.0111, 0.0878, -0.0124, 0.0569, 0.0437, -0.0079, -0.0944, -0.0449, -0.0976, -0.0363, -0.0329], "e_homo_ev": -11.09, "lumo_energy_ev": 0.31, "homo_lumo_gap_ha": 0.419}


<two>
{"formula": "H10O5", "method": "the ωB97M-V functional and the def2-TZVPD basis", "species": ["H", "H", "H", "H", "H", "H", "H", "H", "H", "H", "O", "O", "O", "O", "O"], "positions_angstrom": [[0.605, -0.112, 0.576], [-0.501, -0.244, -0.458], [-3.733, 0.400, 2.187], [-4.356, 1.311, 3.231], [-2.042, -1.735, -3.397], [-3.221, -2.610, -3.007], [2.722, 4.370, -0.589], [1.930, 3.380, -1.428], [4.085, -2.739, 2.102], [4.390, -3.202, 0.687], [0.286, 0.272, -0.249], [-3.555, 0.809, 3.041], [-2.771, -1.791, -2.770], [1.930, 4.298, -1.134], [4.233, -2.407, 1.209]], "lowdin_charge": [0.0343, 0.0272, 0.0312, 0.0324, 0.0339, 0.0328, 0.0312, 0.0312, 0.0315, 0.0320, -0.0621, -0.0636, -0.0647, -0.0642, -0.0630], "e_homo_ev": -11.18, "lumo_energy_ev": 0.61, "homo_lumo_gap_ha": 0.433}


<three>
{"formula": "H10O5", "method": "the ωB97M-V functional and the def2-TZVPD basis", "species": ["O", "H", "H", "O", "H", "H", "O", "H", "H", "O", "H", "H", "O", "H", "H"], "positions_angstrom": [[2.227, 1.567, 1.132], [2.816, 1.668, 0.413], [1.308, 1.563, 0.808], [-0.546, 1.159, 1.558], [-0.421, 1.290, 2.520], [-1.189, 1.790, 1.242], [1.159, -0.563, -1.229], [1.838, -1.179, -1.278], [0.580, -0.893, -0.530], [-2.036, -1.011, -2.256], [-1.275, -1.229, -2.787], [-1.880, -1.246, -1.348], [-1.015, -1.076, 0.219], [-0.947, -0.252, 0.686], [-0.622, -1.587, 0.857]], "lowdin_charge": [-0.0644, 0.0079, 0.0029, -0.0282, 0.1041, 0.0795, -0.0317, -0.0017, -0.0124, -0.0628, 0.0203, -0.0305, -0.0157, 0.0023, 0.0304], "e_homo_ev": -10.45, "lumo_energy_ev": 0.15, "homo_lumo_gap_ha": 0.390}


Least stable structure: <one>


<one>
{"formula": "C3H12O4", "method": "the ωB97M-V functional and the def2-TZVPD basis", "species": ["C", "O", "C", "C", "H", "H", "H", "H", "H", "H", "H", "H", "O", "H", "H", "O", "H", "H", "O"], "positions_angstrom": [[-1.471, -0.394, 0.645], [-0.656, 0.002, -0.465], [-2.352, 0.751, 1.115], [-3.279, 1.193, 0.271], [-2.165, -1.158, 0.291], [-0.808, -0.806, 1.403], [-0.696, -0.690, -1.147], [-2.289, 1.123, 2.123], [-4.039, 1.939, 0.441], [-3.313, 0.738, -0.714], [1.353, -2.124, -1.344], [0.802, -3.360, -2.050], [0.618, -2.426, -1.892], [1.607, -0.134, -0.558], [3.178, -0.047, -0.878], [2.446, -0.607, -0.597], [2.064, 1.872, 1.342], [3.330, 1.557, 2.107], [3.007, 1.942, 1.307]], "lowdin_charge": [-0.2543, -0.0975, -0.1474, 0.0065, 0.1157, 0.1087, 0.0666, 0.0861, 0.0527, 0.0649, -0.0008, 0.0437, -0.0627, 0.0140, 0.0518, -0.0581, 0.0189, 0.0248, -0.0336], "e_homo_ev": -9.81, "lumo_energy_ev": 0.66, "homo_lumo_gap_ha": 0.385}


<two>
{"formula": "C3H12O4", "method": "the ωB97M-V functional and the def2-TZVPD basis", "species": ["C", "C", "C", "O", "H", "H", "H", "H", "H", "H", "H", "H", "O", "H", "H", "O", "H", "H", "O"], "positions_angstrom": [[-1.490, 0.219, 2.848], [-1.112, 1.649, 2.907], [-2.025, 2.616, 2.640], [-1.798, 3.966, 2.839], [-1.374, -0.115, 3.888], [-2.568, -0.008, 2.756], [-0.785, -0.412, 2.290], [-0.071, 1.898, 2.951], [-2.951, 2.345, 2.168], [-0.964, 3.827, 3.315], [1.591, -2.878, -3.686], [0.836, -4.153, -3.541], [0.765, -3.302, -3.981], [0.069, -0.661, -1.433], [1.590, -0.473, -1.594], [0.737, -0.045, -1.725], [2.704, -1.505, -4.847], [3.860, -1.293, -3.858], [2.985, -1.675, -3.937]], "lowdin_charge": [-0.1330, -0.1787, -0.2000, -0.0097, 0.0680, 0.0840, 0.0720, 0.0980, 0.1120, 0.0881, -0.0145, 0.0287, -0.0748, 0.0259, 0.0235, -0.0581, 0.0660, 0.0522, -0.0497], "e_homo_ev": -8.48, "lumo_energy_ev": 0.51, "homo_lumo_gap_ha": 0.330}


Least stable structure: <two>


<one>
{"formula": "C3H12O4", "method": "the ωB97M-V functional and the def2-TZVPD basis", "species": ["C", "O", "C", "C", "O", "H", "H", "H", "H", "H", "H", "H", "H", "H", "H", "O", "H", "H", "O"], "positions_angstrom": [[-1.131, 0.926, -0.775], [-0.163, 1.832, -0.689], [-1.038, -0.207, 0.229], [0.381, -0.430, 0.599], [0.514, -1.645, 1.379], [-2.085, 1.461, -0.552], [-1.297, 0.608, -1.866], [0.501, 1.879, -1.319], [-1.641, -0.045, 1.134], [-1.409, -1.085, -0.165], [1.103, -0.652, -0.234], [0.720, 0.514, 1.153], [0.901, -1.258, 2.147], [-1.162, -3.694, -1.174], [-0.263, -2.683, -1.775], [-0.457, -3.684, -1.878], [2.685, 2.306, 1.647], [1.754, 3.356, 1.150], [2.087, 2.503, 0.989]], "lowdin_charge": [-0.3236, -0.0340, -0.1790, -0.2706, -0.0713, 0.1212, 0.1432, 0.0717, 0.1299, 0.0719, 0.1380, 0.1228, 0.0555, 0.0501, 0.0600, -0.1136, -0.0001, 0.0245, 0.0034], "e_homo_ev": -9.93, "lumo_energy_ev": 0.50, "homo_lumo_gap_ha": 0.383}


<two>
{"formula": "C3H12O4", "method": "the ωB97M-V functional and the def2-TZVPD basis", "species": ["C", "O", "C", "C", "O", "H", "H", "H", "H", "H", "H", "H", "H", "H", "H", "O", "H", "H", "O"], "positions_angstrom": [[-0.847, 0.753, 0.785], [0.134, -0.248, 0.440], [-0.649, 2.068, 0.049], [-1.612, 2.334, -1.089], [-1.476, 1.372, -2.133], [-1.853, 0.360, 0.644], [-0.723, 0.945, 1.835], [-0.140, -1.041, 0.910], [-0.903, 2.829, 0.784], [0.391, 2.273, -0.170], [-2.634, 2.462, -0.711], [-1.392, 3.326, -1.514], [-2.315, 1.384, -2.616], [-0.115, -0.403, -1.712], [0.797, -1.529, -2.300], [-0.070, -1.124, -2.352], [4.680, -4.101, 3.554], [3.294, -4.704, 3.541], [3.835, -4.062, 4.014]], "lowdin_charge": [-0.2391, -0.0800, -0.1653, -0.2709, -0.0604, 0.1231, 0.1019, 0.0898, 0.1111, 0.1224, 0.1182, 0.1142, 0.0986, -0.0131, 0.0261, -0.0766, 0.0314, 0.0313, -0.0628], "e_homo_ev": -10.15, "lumo_energy_ev": 0.74, "homo_lumo_gap_ha": 0.400}


Least stable structure: <one>


<one>
{"formula": "C3H12O4", "method": "the ωB97M-V functional and the def2-TZVPD basis", "species": ["C", "O", "C", "C", "H", "H", "H", "H", "H", "H", "H", "H", "O", "H", "H", "O", "H", "H", "O"], "positions_angstrom": [[-0.959, -0.335, 0.324], [0.133, -0.019, 1.302], [-2.243, 0.226, 0.882], [-3.328, 0.313, 0.125], [-0.613, 0.157, -0.578], [-1.049, -1.416, 0.251], [0.708, -0.770, 1.068], [-2.275, 0.487, 1.939], [-4.329, 0.593, 0.449], [-3.233, -0.099, -0.895], [0.975, 2.759, 0.099], [0.911, 1.282, 0.420], [1.439, 1.932, -0.105], [2.452, 0.266, -2.613], [1.806, 0.542, -1.197], [1.981, -0.124, -1.878], [3.003, -2.056, 0.776], [2.422, -1.835, -0.646], [2.200, -1.903, 0.276]], "lowdin_charge": [-0.1959, -0.1283, -0.1620, -0.0096, 0.1079, 0.1269, 0.0447, 0.1056, 0.0545, 0.0700, 0.0621, 0.0064, -0.0783, 0.0425, -0.0117, -0.0629, 0.0523, 0.0150, -0.0395], "e_homo_ev": -9.83, "lumo_energy_ev": 0.76, "homo_lumo_gap_ha": 0.389}


<two>
{"formula": "C3H12O4", "method": "the ωB97M-V functional and the def2-TZVPD basis", "species": ["C", "C", "C", "O", "H", "H", "H", "H", "H", "H", "H", "H", "O", "H", "H", "O", "H", "H", "O"], "positions_angstrom": [[-0.078, -3.187, -1.493], [-0.686, -1.879, -1.094], [-1.645, -1.737, -0.180], [-2.164, -0.563, 0.286], [0.643, -3.663, -0.818], [0.504, -3.002, -2.397], [-0.873, -3.973, -1.546], [-0.048, -1.005, -1.217], [-2.147, -2.641, 0.165], [-2.518, -0.111, -0.486], [1.070, 5.709, -0.133], [1.152, 4.668, 0.978], [1.138, 5.611, 0.813], [-1.002, 3.673, 2.819], [-1.530, 2.462, 2.224], [-0.790, 3.074, 2.098], [3.046, -3.384, -0.459], [3.330, -1.888, -0.392], [3.397, -2.655, -0.975]], "lowdin_charge": [-0.1217, -0.1580, -0.2348, -0.0189, 0.0558, 0.0697, 0.0860, 0.1068, 0.1162, 0.0991, 0.0247, 0.0162, -0.0553, 0.0351, 0.0382, -0.0613, 0.0233, 0.0398, -0.0609], "e_homo_ev": -9.19, "lumo_energy_ev": 0.58, "homo_lumo_gap_ha": 0.359}


<three>
{"formula": "C3H12O4", "method": "the ωB97M-V functional and the def2-TZVPD basis", "species": ["C", "C", "C", "O", "H", "H", "H", "H", "H", "H", "H", "H", "O", "H", "H", "O", "H", "H", "O"], "positions_angstrom": [[-2.128, 1.653, 2.233], [-1.870, 0.549, 1.242], [-1.001, 0.651, 0.245], [-0.767, -0.357, -0.652], [-1.423, 2.471, 2.089], [-2.021, 1.275, 3.250], [-3.179, 1.934, 2.165], [-2.429, -0.359, 1.385], [-0.455, 1.590, 0.153], [-0.171, 0.008, -1.345], [1.792, -0.088, -2.329], [0.857, 0.361, -3.446], [1.021, 0.504, -2.502], [0.314, -1.673, 0.059], [1.194, -2.437, 1.080], [1.106, -2.234, 0.145], [3.768, -0.919, -1.224], [2.429, -1.672, -0.919], [2.963, -1.257, -1.628]], "lowdin_charge": [-0.1137, -0.1593, -0.2126, -0.0509, 0.0702, 0.0646, 0.0681, 0.1001, 0.1255, 0.0465, 0.0206, 0.0687, -0.0621, 0.0233, 0.0586, -0.0495, 0.0561, 0.0112, -0.0655], "e_homo_ev": -8.56, "lumo_energy_ev": 0.73, "homo_lumo_gap_ha": 0.341}


Least stable structure: <two>